The following is a quantum chemistry calculation of 2 unconnected molecules or ions with the total composition C9H16N3 in a non-equilibrium geometry, from OMol25.

Each line ends with the natural charge from an NBO analysis.
Element x y z (Å)
1 C -3.307 0.226 0.026  -0.65
2 C -1.729 -1.799 0.237  -0.24
3 C -2.011 -0.426 0.465  0.01
4 C -0.630 -2.376 0.863  -0.21
5 C -1.092 0.294 1.272  -0.28
6 C 0.254 -1.718 1.597  -0.23
7 C -0.050 -0.348 1.853  -0.19
8 H -2.417 -2.411 -0.444  0.24
9 H -0.405 -3.414 0.516  0.22
10 H -3.901 0.333 0.855  0.24
11 H -3.856 -0.341 -0.583  0.22
12 H -1.211 1.355 1.182  0.20
13 H 1.114 -2.244 2.057  0.24
14 H 0.529 0.233 2.626  0.23
15 H -3.385 1.157 -0.486  0.23
16 C 1.627 2.965 -0.486  -0.46
17 C 1.597 0.517 -1.145  0.70
18 N 1.034 1.586 -0.391  -0.57
19 N 2.765 0.600 -1.810  -0.77
20 N 0.872 -0.672 -1.375  -0.83
21 H 0.055 1.454 -0.068  0.45
22 H 3.293 1.516 -1.876  0.43
23 H 3.127 -0.136 -2.575  0.47
24 H -0.067 -0.683 -1.514  0.42
25 H 1.347 -1.536 -1.031  0.43
26 H 0.705 3.572 -0.497  0.24
27 H 1.952 3.178 -1.494  0.21
28 H 2.464 3.365 0.260  0.25

Calculated values
Energy above the lowest of the compared OMol25 structures with the same formula, charge and spin ... 69.4 kcal/mol
Net charge ... +1
Calculated total energy ... -14055.0928 eV
HOMO level ... -0.4542 Eh

---

The following is a quantum chemistry calculation of a molecular structure, C3H4N2O2 in a non-equilibrium geometry, from OMol25.

Each line ends with the natural charge from an NBO analysis.
Element x y z (Å)
1 N -0.056 -0.575 0.284  -0.36
2 C 1.113 -0.249 -0.128  0.85
3 N -0.886 -1.616 -0.087  -0.64
4 O 2.215 -0.963 -0.193  -0.62
5 C -0.291 1.286 0.091  0.21
6 C -1.103 2.217 0.158  -0.42
7 O 1.133 1.080 -0.182  -0.48
8 H 2.975 -0.369 -0.290  0.51
9 H -1.364 -1.947 0.745  0.36
10 H -1.598 -1.269 -0.723  0.36
11 H -2.139 2.404 0.326  0.22

Calculated values
Energy above the lowest of the compared OMol25 structures with the same formula, charge and spin ... 162.5 kcal/mol
Calculated total energy ... -10245.2202 eV
HOMO level ... -0.2882 Eh

---

The following is a quantum chemistry calculation of 14 unconnected molecules or ions with the total composition H28O14 in a non-equilibrium geometry, from OMol25.

Each line ends with the natural charge from an NBO analysis.
Element x y z (Å)
1 O 7.475 18.434 -2.937  -0.97
2 H 7.727 18.533 -1.994  0.47
3 H 6.502 18.454 -2.834  0.47
4 O 5.736 21.410 -1.593  -0.95
5 H 6.556 21.054 -1.308  0.49
6 H 5.728 22.291 -1.288  0.48
7 O 7.813 17.187 -0.411  -0.96
8 H 7.963 17.822 0.310  0.49
9 H 7.285 16.598 0.128  0.48
10 O 2.921 16.616 -2.573  -0.97
11 H 3.085 17.004 -3.445  0.45
12 H 2.557 17.383 -2.125  0.51
13 O 6.937 18.270 2.136  -0.95
14 H 6.106 18.064 1.727  0.48
15 H 6.646 18.206 3.042  0.46
16 O 4.971 18.444 -0.631  -1.02
17 H 4.976 18.578 -1.561  0.50
18 H 4.892 17.544 -0.319  0.50
19 O 4.989 18.895 -3.269  -0.94
20 H 5.280 19.701 -3.598  0.50
21 H 4.417 18.531 -3.922  0.49
22 O 3.022 21.571 -2.306  -0.96
23 H 3.842 21.242 -1.946  0.50
24 H 2.485 21.851 -1.572  0.47
25 O 5.993 15.866 -2.248  -0.96
26 H 6.694 16.330 -1.845  0.49
27 H 5.249 16.489 -2.297  0.48
28 O 5.077 15.764 0.345  -0.99
29 H 5.438 15.220 1.050  0.47
30 H 5.120 15.149 -0.448  0.53
31 O 2.285 17.378 0.275  -0.97
32 H 2.543 16.627 -0.233  0.47
33 H 2.828 17.278 1.099  0.49
34 O 3.384 20.082 0.882  -0.96
35 H 4.026 19.439 0.674  0.50
36 H 3.675 20.543 1.627  0.46
37 O 1.981 19.107 -1.701  -1.02
38 H 2.066 20.056 -1.928  0.49
39 H 2.325 18.996 -0.808  0.51
40 O 3.909 17.456 2.462  -0.94
41 H 3.966 18.115 3.145  0.49
42 H 4.284 16.675 2.805  0.48

Calculated values
Energy above the lowest of the compared OMol25 structures with the same formula, charge and spin ... 41.8 kcal/mol
Calculated total energy ... -29119.8392 eV
HOMO level ... -0.3769 Eh

---

The following is a quantum chemistry calculation of a molecular structure, C38H60F9N4OSbSi5Ti in a non-equilibrium geometry, from OMol25.

Each line ends with the Mulliken spin population.
Element x y z (Å)
1 Ti 10.361 10.893 10.671  0.04
2 C 13.935 10.289 15.067  0.17
3 Sb 14.337 10.230 12.949  0.28
4 C 11.021 11.400 12.425  0.00
5 C 11.947 12.474 12.405  0.10
6 C 12.967 12.720 13.433  0.04
7 C 13.842 13.771 13.256  0.00
8 C 13.655 14.648 12.163  -0.02
9 C 12.721 14.307 11.180  0.05
10 N 11.981 13.204 11.263  0.03
11 Si 10.081 11.117 14.032  0.01
12 C 10.390 9.403 14.843  0.00
13 C 8.190 11.086 13.866  0.00
14 C 10.389 12.558 15.221  0.00
15 C 16.544 9.416 13.419  0.21
16 C 17.081 10.376 12.490  -0.04
17 C 18.378 10.329 11.832  0.01
18 C 18.676 11.296 10.865  -0.01
19 C 17.775 12.327 10.610  0.02
20 C 16.508 12.280 11.171  0.00
21 N 16.183 11.356 12.071  0.09
22 Si 17.257 9.661 15.169  0.03
23 C 16.866 11.510 15.765  0.02
24 C 19.148 9.725 15.165  0.00
25 C 16.526 8.502 16.422  0.00
26 Si 16.340 7.626 12.767  0.02
27 C 16.368 7.455 10.816  0.02
28 C 14.824 6.642 13.425  0.06
29 C 17.918 6.664 13.311  0.00
30 H 12.836 10.390 15.207  -0.03
31 H 14.463 11.107 15.558  -0.01
32 H 14.196 9.329 15.517  -0.01
33 H 12.910 12.195 14.396  -0.06
34 H 14.551 13.972 14.047  0.00
35 H 14.352 15.502 11.989  0.00
36 H 12.723 14.932 10.265  0.01
37 H 10.546 8.593 14.152  0.00
38 H 9.494 9.005 15.408  0.00
39 H 11.262 9.288 15.508  0.00
40 H 7.858 10.198 13.275  0.00
41 H 7.831 11.993 13.343  0.00
42 H 7.731 11.068 14.851  0.00
43 H 11.352 12.529 15.733  0.00
44 H 9.486 12.674 15.811  0.00
45 H 10.202 13.494 14.605  0.00
46 H 19.149 9.536 12.033  0.00
47 H 19.651 11.182 10.310  0.00
48 H 18.104 13.175 9.979  0.00
49 H 15.860 13.066 10.824  -0.02
50 H 16.156 11.858 15.022  0.00
51 H 17.765 12.069 15.638  0.00
52 H 16.388 11.492 16.736  0.00
53 H 19.730 8.778 15.129  0.00
54 H 19.399 10.055 16.152  0.00
55 H 19.619 10.391 14.405  0.00
56 H 17.207 8.179 17.197  0.00
57 H 16.137 7.575 15.993  0.00
58 H 15.712 9.011 16.943  0.00
59 H 17.242 6.938 10.373  0.00
60 H 16.534 8.486 10.503  0.00
61 H 15.441 7.170 10.352  0.00
62 H 13.846 6.984 13.124  -0.04
63 H 14.848 6.596 14.500  0.01
64 H 15.042 5.647 13.019  0.00
65 H 18.829 6.909 12.765  0.00
66 H 17.647 5.608 13.199  0.00
67 H 18.065 6.774 14.356  0.00
68 C 9.658 6.798 9.361  0.00
69 Si 9.698 7.634 11.097  0.01
70 C 8.554 6.857 12.283  0.00
71 C 11.485 7.681 11.740  0.03
72 N 9.156 9.271 10.833  0.01
73 C 7.881 9.532 10.325  0.00
74 C 6.790 8.645 10.050  0.00
75 C 5.601 9.101 9.585  0.00
76 C 5.268 10.466 9.667  0.00
77 C 6.267 11.408 9.892  0.00
78 C 7.590 10.955 10.077  0.00
79 N 8.768 11.787 9.946  0.00
80 Si 8.496 13.590 9.351  0.00
81 C 10.106 14.284 8.811  0.00
82 C 7.457 13.447 7.737  0.00
83 C 7.710 14.427 10.813  0.00
84 H 9.067 5.883 9.283  0.00
85 H 10.707 6.476 9.237  0.00
86 H 9.333 7.529 8.646  0.00
87 H 8.503 5.750 12.173  0.00
88 H 7.519 7.214 12.163  0.00
89 H 8.839 6.998 13.324  0.00
90 H 12.133 8.096 10.984  -0.05
91 H 11.775 6.667 12.062  0.02
92 H 11.634 8.275 12.667  0.01
93 H 6.919 7.584 10.128  0.00
94 H 4.921 8.326 9.142  0.00
95 H 4.193 10.775 9.558  0.00
96 H 5.988 12.462 9.925  0.00
97 H 10.920 13.838 9.469  0.00
98 H 9.886 15.351 9.000  0.00
99 H 10.413 14.198 7.751  0.00
100 H 6.353 13.445 7.856  0.00
101 H 7.751 12.539 7.229  0.00
102 H 7.744 14.373 7.173  0.00
103 H 8.326 14.902 11.585  0.00
104 H 6.942 13.880 11.355  0.00
105 H 7.111 15.289 10.463  0.00
106 F 14.560 9.615 7.624  0.00
107 C 13.731 9.838 8.668  -0.01
108 F 14.436 10.555 9.609  -0.02
109 F 13.372 8.690 9.201  0.00
110 C 12.513 10.671 8.341  0.00
111 O 11.660 10.741 9.418  0.01
112 C 11.694 9.979 7.197  0.00
113 F 10.495 10.478 7.155  0.00
114 F 12.315 10.073 5.936  0.00
115 F 11.629 8.635 7.501  0.00
116 C 12.991 12.124 7.893  0.00
117 F 13.290 12.822 8.996  0.00
118 F 14.096 12.081 7.125  0.00
119 F 12.054 12.809 7.195  0.00

Calculated values
Net charge ... -1
Multiplicity ... 2
Calculated total energy ... -141891.9524 eV
<S²> ... 0.7589
HOMO level (spin up / spin down) ... -0.1055 / -0.1488 Eh

---

The following is a quantum chemistry calculation of a molecular structure, C16H24AsAuFS5Si2, from OMol25.

Each line ends with the Mulliken spin population.
Element x y z (Å)
1 Au 1.858 -0.716 -1.435  0.38
2 S 0.455 3.412 -7.241  0.01
3 C 0.783 2.391 -5.994  0.00
4 S 2.342 2.221 -5.263  0.00
5 C 1.928 1.018 -4.049  0.04
6 C 0.630 0.632 -4.038  -0.04
7 S -0.121 -0.543 -3.024  0.47
8 S -0.414 1.418 -5.213  0.00
9 S 3.199 0.502 -3.002  0.06
10 C -3.018 1.178 1.221  0.01
11 Si -1.868 2.310 0.220  -0.08
12 C -2.140 4.059 0.919  0.04
13 C -2.485 2.331 -1.566  0.00
14 As 0.409 1.759 0.133  0.91
15 Si 0.715 1.153 2.367  -0.09
16 C -0.272 -0.271 3.149  0.03
17 C 0.316 2.657 3.462  0.05
18 C 2.562 0.778 2.593  0.00
19 H -4.060 1.473 1.069  0.00
20 H -2.808 1.237 2.291  0.00
21 H -2.917 0.134 0.913  0.00
22 H -3.197 4.329 0.861  0.00
23 H -1.569 4.797 0.352  0.00
24 H -1.831 4.128 1.964  0.00
25 H -3.541 2.606 -1.626  0.00
26 H -2.355 1.350 -2.030  0.00
27 H -1.910 3.048 -2.157  0.00
28 H -1.335 -0.190 2.909  0.00
29 H -0.175 -0.243 4.237  0.00
30 H 0.063 -1.249 2.804  0.00
31 H -0.764 2.775 3.579  -0.01
32 H 0.708 3.574 3.015  0.00
33 H 0.753 2.551 4.458  0.00
34 H 2.975 0.308 1.696  0.01
35 H 2.751 0.112 3.438  0.00
36 H 3.117 1.704 2.761  0.01
37 F 0.727 -7.352 -0.819  0.00
38 C 0.774 -6.009 -0.619  0.03
39 C -0.299 -5.234 -1.006  -0.01
40 C -0.251 -3.867 -0.789  0.03
41 C 0.858 -3.262 -0.186  -0.05
42 C 0.896 -1.815 0.079  0.23
43 C 1.931 -4.089 0.171  0.02
44 C 1.897 -5.458 -0.036  -0.01
45 H -1.162 -5.706 -1.458  0.00
46 H -1.085 -3.247 -1.099  0.00
47 H 1.495 -1.576 0.958  -0.04
48 H -0.099 -1.383 0.173  -0.01
49 H 2.811 -3.638 0.615  0.00
50 H 2.722 -6.099 0.245  0.00

Calculated values
Net charge ... -1
Multiplicity ... 3
Calculated total energy ... -154165.0107 eV
<S²> ... 2.0138
HOMO level (spin up / spin down) ... -0.1562 / -0.1537 Eh

---

The following is a quantum chemistry calculation of a molecular structure, C35H44N3NiO4PS2 in a non-equilibrium geometry, from OMol25.

Each line ends with the Mulliken spin population.
Element x y z (Å)
1 Ni 0.534 2.066 0.815  1.56
2 C -1.212 2.396 4.917  -0.03
3 C -0.842 2.153 3.457  0.31
4 N -0.204 2.954 2.668  0.25
5 O 0.389 4.037 3.350  0.01
6 C -1.196 0.876 2.784  -0.05
7 C -2.046 -0.144 3.402  0.00
8 N -0.831 0.747 1.503  0.47
9 O -1.282 -0.199 0.783  0.24
10 H -0.376 2.231 5.600  0.04
11 H -2.074 1.793 5.202  0.00
12 H -1.523 3.512 5.024  0.02
13 H 0.441 4.833 2.778  0.00
14 H -1.477 -0.700 4.202  0.00
15 H -2.296 -0.811 2.534  0.01
16 H -3.016 0.304 3.743  0.00
17 O 1.444 2.189 -0.939  0.02
18 N 0.611 1.999 -2.017  0.01
19 C 1.060 1.308 -3.125  0.00
20 C 0.165 1.042 -4.184  0.01
21 C -1.167 1.536 -4.118  0.01
22 C -1.603 2.165 -2.941  0.01
23 C -0.679 2.363 -1.832  -0.01
24 S -1.159 3.084 -0.311  0.09
25 H 2.179 1.230 -3.193  0.00
26 H 0.450 0.392 -4.995  0.00
27 H -1.816 1.343 -4.979  0.00
28 H -2.691 2.317 -2.784  0.00
29 O -1.828 -2.331 -2.864  0.00
30 S -3.044 -3.258 -2.661  0.00
31 C -4.326 -2.287 -1.901  0.00
32 C -4.222 -0.893 -1.771  -0.01
33 C -5.264 -0.217 -1.148  -0.01
34 C -6.404 -0.938 -0.683  0.00
35 C -6.340 -2.299 -0.704  0.00
36 C -5.277 -3.029 -1.276  0.00
37 C -3.768 -3.678 -4.281  0.00
38 C -5.076 -4.085 -4.415  0.00
39 C -5.579 -4.227 -5.700  0.00
40 C -4.811 -4.081 -6.829  0.00
41 C -3.509 -3.599 -6.672  0.00
42 C -3.017 -3.304 -5.389  0.00
43 H -3.305 -0.375 -2.127  0.01
44 H -5.282 0.885 -1.133  0.00
45 H -7.196 -0.430 -0.145  0.00
46 H -7.142 -2.902 -0.345  0.00
47 H -5.158 -4.102 -1.263  0.00
48 H -5.727 -4.249 -3.555  0.00
49 H -6.640 -4.483 -5.803  0.00
50 H -5.239 -4.193 -7.827  0.00
51 H -2.781 -3.549 -7.509  0.00
52 H -2.049 -2.860 -5.188  0.00
53 C 4.398 1.785 -0.731  0.00
54 C 4.020 1.890 0.755  0.03
55 C 3.729 3.299 1.189  0.01
56 C 5.370 1.465 1.456  0.00
57 P 2.538 0.885 1.281  -0.07
58 C 3.010 0.573 3.079  -0.01
59 C 3.531 -0.582 3.644  0.01
60 C 3.805 -0.588 5.021  0.00
61 C 3.859 0.600 5.780  0.00
62 C 3.261 1.755 5.183  -0.02
63 C 2.753 1.689 3.912  0.04
64 C 2.597 -0.868 0.529  0.01
65 C 1.643 -1.695 1.348  0.02
66 C 2.144 -0.878 -0.962  0.01
67 C 4.066 -1.495 0.464  0.00
68 H 5.344 2.357 -0.914  0.00
69 H 3.619 2.156 -1.402  0.00
70 H 4.641 0.710 -1.043  0.00
71 H 4.469 3.959 0.653  0.00
72 H 3.907 3.476 2.260  0.00
73 H 2.763 3.700 1.014  0.01
74 H 6.044 2.322 1.351  0.00
75 H 5.835 0.674 0.874  0.00
76 H 5.370 1.135 2.486  0.00
77 H 3.443 -1.539 3.158  0.00
78 H 4.092 -1.546 5.447  0.00
79 H 4.342 0.626 6.757  0.00
80 H 3.027 2.703 5.713  0.00
81 H 2.137 2.504 3.567  0.01
82 H 1.195 -1.261 2.251  0.00
83 H 2.077 -2.682 1.723  0.00
84 H 0.903 -1.983 0.645  0.00
85 H 1.187 -0.391 -0.993  -0.01
86 H 2.052 -1.902 -1.339  0.00
87 H 2.810 -0.383 -1.675  0.00
88 H 4.536 -1.454 1.462  0.00
89 H 4.663 -0.960 -0.292  0.00
90 H 4.019 -2.589 0.198  0.00

Calculated values
Energy above the lowest of the compared OMol25 structures with the same formula, charge and spin ... 18.2 kcal/mol
Net charge ... -1
Multiplicity ... 4
Calculated total energy ... -121664.8461 eV
<S²> ... 3.8015
HOMO level (spin up / spin down) ... -0.0183 / -0.0954 Eh